# 1
# C17H23BrN2O4S

An isolated molecule of C17H23BrN2O4S at a distorted geometry (ωB97M-V/def2-TZVPD, the OMol25 dataset).

Structure (XYZ):
```
48
Properties=species:S:1:pos:R:3:forces:R:3:lowdin_charge:R:1
O 0.3226 1.0080 -3.0414 -0.1445 0.0958 -0.4329 0.077
C 0.5337 0.6189 -1.9125 -0.1148 -0.5038 0.4730 -0.473
N 1.3113 1.2804 -1.0298 0.2697 0.2842 0.3474 0.091
C 1.8480 2.5963 -1.2739 0.0010 0.3511 0.2269 -0.110
C 1.1457 3.6310 -0.3855 0.1321 -0.0092 -0.5829 -0.305
C -0.3772 3.7188 -0.6375 0.0945 -0.0317 0.1088 -0.109
C -0.9946 3.2661 0.6886 0.2246 0.0536 0.1240 -0.146
C 0.1348 3.5788 1.6681 -0.3697 0.0478 0.1353 -0.206
O 1.3169 3.2410 0.9736 0.2238 -0.1680 -0.0873 -0.113
C -0.0098 -0.6961 -1.3619 -0.1081 0.0332 -0.4828 -0.214
C -1.3049 -1.1155 -2.0580 -0.0083 0.0652 0.2684 -0.142
C -1.7874 -2.4419 -1.4754 0.1882 0.0042 -0.1902 -0.157
C -0.6984 -3.5091 -1.6084 -0.6971 -0.2955 0.0985 -0.181
N 0.5734 -3.0729 -1.0841 0.3990 -0.4551 0.8729 -0.228
S 1.0336 -3.5066 0.4442 0.0024 0.1011 -0.1412 0.672
O 2.4538 -3.3445 0.5192 -0.0106 0.2894 0.0064 -0.274
O 0.4454 -4.7798 0.7274 -0.3117 0.0922 -0.0071 -0.274
C 0.3158 -2.2885 1.5623 0.3343 -0.4796 -0.3301 -0.265
C 1.0543 -1.1657 1.8906 0.0920 -0.0308 0.0199 -0.069
C 0.4914 -0.1781 2.6810 -0.1086 0.0290 0.0111 -0.108
C -0.8093 -0.3464 3.1334 -0.0812 0.1298 0.0592 -0.660
Br -1.6072 1.0139 4.1948 0.0837 -0.1550 -0.0968 0.765
C -1.5424 -1.4857 2.8348 0.0254 0.0940 0.0014 -0.102
C -0.9685 -2.4646 2.0407 -0.0036 -0.0688 0.0214 -0.059
C 1.0392 -1.8020 -1.5731 0.2892 0.5740 0.1226 -0.136
H 1.3766 0.9680 -0.0733 -0.1628 -0.1351 -0.0771 0.127
H 2.9184 2.5977 -1.0506 -0.0346 0.0444 -0.0969 0.128
H 1.6899 2.8326 -2.3272 0.0834 0.0154 0.0924 0.130
H 1.6213 4.6102 -0.5439 -0.0415 -0.1166 0.0308 0.147
H -0.6624 4.7449 -0.8647 -0.0085 0.0088 -0.0439 0.114
H -0.6748 3.0864 -1.4710 -0.0322 0.0199 -0.0735 0.107
H -1.1916 2.1928 0.6760 -0.0168 -0.0316 0.0535 0.102
H -1.9142 3.7901 0.9340 -0.0940 -0.0082 0.0153 0.112
H 0.1359 4.6484 1.9216 0.0030 -0.0447 0.0249 0.127
H 0.1033 2.9986 2.5894 -0.0179 0.0352 -0.0022 0.077
H -0.2018 -0.5815 -0.2901 0.0367 0.0284 -0.0947 0.126
H -2.0653 -0.3436 -1.9245 0.0099 0.0129 -0.0851 0.124
H -1.1155 -1.2129 -3.1280 -0.0189 0.0500 -0.0623 0.124
H -2.6833 -2.7799 -1.9971 -0.0490 -0.0349 0.0450 0.116
H -2.0406 -2.3019 -0.4218 -0.0687 -0.0393 -0.0096 0.098
H -0.9605 -4.4195 -1.0692 -0.1040 -0.0143 -0.2366 0.113
H -0.5553 -3.7554 -2.6665 0.0263 -0.0289 0.0608 0.134
H 2.0688 -1.0873 1.5324 0.1538 0.0757 -0.0097 0.120
H 1.0529 0.7068 2.9394 0.0431 0.0635 0.0285 0.105
H -2.5446 -1.6021 3.2175 -0.0544 -0.0116 0.0268 0.106
H -1.4982 -3.3727 1.7994 -0.1360 -0.0849 0.0060 0.121
H 1.9730 -1.5834 -1.0543 0.0448 0.1436 -0.1971 0.120
H 1.2479 -1.8921 -2.6448 0.0369 0.0049 0.0589 0.149
```
Positions in Å, forces in eV/Å.

Its charge is 0. The LUMO energy comes out at 0.2 eV. The value obtained for the orbital gap is 9.6 eV. The highest occupied orbital energy is -9.4 eV. For the electronic energy, the calculation gives -110050.759 eV. As for the SMILES: O=C(NC[C@H]1CCCO1)[C@H]1CCCN(S(=O)(=O)c2ccc(Br)cc2)C1.

# 2
# C7H8

An isolated molecule of C7H8 at a distorted geometry (ωB97M-V/def2-TZVPD, the OMol25 dataset).

Structure (XYZ):
```
15
Properties=species:S:1:pos:R:3:forces:R:3:lowdin_charge:R:1
C 1.4994 -2.4527 0.2054 -0.1763 0.4701 -0.0421 0.120
C 1.0819 -1.3220 0.2212 0.2139 -0.4031 0.0048 -0.109
C 0.5821 0.0692 0.2266 0.1974 0.1568 -0.0365 -0.396
C 1.5830 1.0378 -0.3865 0.2794 0.1391 -0.0440 -0.074
C -0.6928 0.1330 -0.5670 0.1103 -0.0550 -0.2825 -0.121
C -1.8459 0.4621 -0.0864 0.3755 0.5459 -1.0655 -0.151
C -2.9984 0.4518 0.5009 1.1676 0.0795 0.5386 0.009
H 1.8670 -3.4566 0.1758 -0.0906 0.2420 0.0330 0.025
H 0.3828 0.3420 1.2734 -0.0157 0.0055 -0.2673 0.147
H 1.7079 0.7875 -1.4454 0.1112 0.1044 0.1604 0.086
H 1.1715 2.0491 -0.3138 0.1773 -0.1024 -0.0296 0.084
H 2.5517 0.9904 0.1124 -0.0065 0.0567 -0.0675 0.080
H -0.6907 -0.1264 -1.6150 0.2732 -0.5993 -0.1024 0.123
H -2.5430 -0.2924 1.2226 -2.7215 0.0331 0.3232 0.110
H -3.6565 1.3272 0.4758 0.1049 -0.6734 0.8773 0.067
```
Positions in Å, forces in eV/Å.

Its charge is 0. The LUMO energy comes out at 1.0 eV. The value obtained for the orbital gap is 9.8 eV. The highest occupied orbital energy is -8.8 eV. For the electronic energy, the calculation gives -7383.670 eV. As for the SMILES: C#C[C@@H](C)C=C=C.

# 3
# C14H16N2O4P2ReS2Se

A structure of composition C14H16N2O4P2ReS2Se (ωB97M-V/def2-TZVPD, the OMol25 dataset).

Structure (XYZ):
```
42
Properties=species:S:1:pos:R:3:forces:R:3:lowdin_charge:R:1
Re -1.3504 -0.2495 -0.9836 -0.3690 0.2330 -0.0788 0.811
S -1.8863 -1.4849 0.9476 0.0566 -0.0376 -0.0319 0.624
C -3.4316 -0.8285 1.4272 0.0316 0.1298 -0.0069 -0.688
C -4.0499 -1.4515 2.5556 -0.0116 -0.0265 0.0530 -0.269
N -4.5125 -1.9653 3.4738 -0.0027 -0.0044 0.0047 0.182
C -4.0067 0.2283 0.8071 0.1213 -0.0154 0.0355 -0.694
S -3.3064 1.0598 -0.5543 -0.1021 -0.0112 -0.0948 0.654
C -5.2571 0.7519 1.2658 -0.0593 0.0191 0.0137 -0.266
N -6.2537 1.2038 1.6170 -0.0003 0.0057 0.0111 0.186
C 2.0490 -0.6246 -2.4479 -0.0716 -0.0418 -0.0555 -0.207
P 0.9784 -1.1886 -1.0901 0.0834 0.0651 0.4315 0.806
C 1.2061 -2.9708 -0.8273 -0.0196 0.0094 -0.0990 -0.223
C 1.9033 -0.4246 0.3005 -0.0227 -0.0192 0.0074 -0.368
C 3.1234 -0.9552 0.7149 0.0211 0.0096 0.0422 -0.083
C 3.8717 -0.3208 1.6923 -0.0097 -0.0243 -0.0254 -0.057
C 3.4169 0.8635 2.2579 -0.0122 0.0176 0.0077 -0.061
C 2.2089 1.4017 1.8507 0.0084 0.0040 0.0161 -0.075
C 1.4453 0.7592 0.8778 0.0003 -0.0209 -0.0715 -0.361
P -0.1682 1.4058 0.3555 0.0051 0.0495 0.0151 0.731
C 0.1350 2.9589 -0.5311 0.0250 -0.0237 0.0079 -0.217
C -0.9728 1.9019 1.9016 0.0075 -0.0084 -0.0251 -0.239
H 3.0873 -0.6919 -2.1239 0.0003 -0.0084 -0.0014 0.055
H 1.7999 0.4137 -2.6673 0.0211 -0.0010 -0.0096 0.050
H 1.8751 -1.2241 -3.3356 -0.0175 0.0022 -0.0003 0.044
H 2.1213 -3.3183 -1.3064 0.0177 0.0147 0.0171 0.061
H 0.3636 -3.4944 -1.2720 0.0089 -0.0014 -0.0175 0.045
H 1.2529 -3.1666 0.2432 -0.0473 -0.0266 -0.0042 0.055
H 3.4949 -1.8720 0.2731 0.0000 -0.0083 0.0041 0.109
H 4.8126 -0.7482 2.0125 0.0021 0.0003 0.0024 0.112
H 4.0016 1.3620 3.0193 0.0011 0.0033 0.0009 0.111
H 1.8572 2.3216 2.3012 0.0060 0.0042 0.0055 0.105
H 0.7953 3.6151 0.0360 -0.0090 -0.0007 0.0138 0.054
H -0.8242 3.4542 -0.6879 -0.0005 -0.0024 -0.0175 0.054
H 0.5762 2.7415 -1.5033 0.0042 0.0088 -0.0017 0.048
H -0.4018 2.6829 2.4029 0.0082 -0.0008 -0.0023 0.050
H -1.0547 1.0315 2.5519 -0.0125 0.0026 -0.0044 0.052
H -1.9696 2.2760 1.6728 0.0006 0.0077 0.0033 0.033
O -1.9782 -1.0330 -5.0548 -0.2958 0.0243 -0.3348 -0.377
Se -1.3867 -1.1695 -3.5991 0.1226 0.2592 0.3654 0.848
O -0.9466 0.3710 -2.9057 0.3905 -0.1638 0.0763 -0.614
O -2.4533 -1.4217 -2.3051 0.1146 -0.4767 0.0937 -0.592
O -0.1650 -2.2001 -3.3629 0.0052 0.0537 -0.3458 -0.488
```
Positions in Å, forces in eV/Å.

Its charge is 0. The LUMO energy (spin up / spin down) comes out at -0.4 / -2.2 eV. As for the multiplicity: 4. The value obtained for the orbital gap (spin up / spin down) is 7.9 / 6.7 eV. The highest occupied orbital energy (spin up / spin down) is -8.3 / -8.8 eV. For the electronic energy, the calculation gives -133670.841 eV.

Q: Which value of charge does entry 2 give?
A: 0